[1]
A molecular structure, C30H22BrF5N5O2SSeTi. Source: the OMol25 dataset; level of theory: ωB97M-V with the def2-TZVPD basis set.

Calculated values
LUMO energy (spin up / spin down): -0.3 / -0.3 eV
HOMO energy (spin up / spin down): -7.45 / -7.63 eV
total charge: 0
expectation value of S²: 0.756
spin multiplicity: 2

Geometry (Å):
Ti1 0.499 -0.195 -0.894
O1 1.288 -1.217 -2.245
C1 1.577 -2.498 -2.445
C2 2.610 -2.839 -3.322
C3 2.918 -4.164 -3.555
C4 2.200 -5.186 -2.932
C5 1.172 -4.857 -2.075
C6 0.850 -3.521 -1.810
C7 -0.258 -3.224 -0.930
N1 -0.547 -2.043 -0.521
N2 -1.704 -1.942 0.250
C8 -2.000 -0.682 0.371
O2 -1.282 0.262 -0.156
C9 -3.181 -0.273 1.168
C10 -3.909 -1.203 1.907
C11 -5.001 -0.791 2.652
C12 -5.378 0.546 2.657
C13 -4.658 1.473 1.916
C14 -3.557 1.067 1.176
H1 3.153 -2.039 -3.807
H2 3.723 -4.410 -4.235
H3 2.443 -6.221 -3.124
H4 0.594 -5.636 -1.592
H5 -0.904 -4.040 -0.612
H6 -3.606 -2.241 1.885
H7 -5.565 -1.514 3.228
H8 -6.237 0.864 3.235
H9 -4.957 2.514 1.910
H10 -2.981 1.774 0.593
C15 0.357 -1.017 4.565
C16 1.290 -0.947 3.393
C17 2.661 -1.138 3.508
C18 3.472 -1.046 2.392
C19 2.876 -0.764 1.177
Br1 3.943 -0.568 -0.362
N3 1.566 -0.585 1.030
C20 0.799 -0.676 2.129
H11 0.833 -0.633 5.467
H12 0.050 -2.046 4.759
H13 -0.541 -0.429 4.375
H14 3.102 -1.345 4.476
H15 4.542 -1.171 2.450
H16 -0.253 -0.488 1.992
C21 -1.950 3.505 3.659
N4 -1.724 3.887 2.281
C22 -2.587 4.638 1.494
C23 -2.036 4.728 0.270
N5 -0.840 4.041 0.323
C24 -0.646 3.501 1.549
S1 0.623 2.514 2.030
H17 -2.516 4.289 4.156
H18 -0.984 3.381 4.142
H19 -2.496 2.562 3.713
H20 -3.499 5.050 1.886
H21 -2.376 5.225 -0.620
H22 -0.227 3.833 -0.458
F1 4.324 0.379 -6.407
C25 3.414 0.762 -5.511
C26 3.798 1.481 -4.393
F2 5.088 1.783 -4.211
C27 2.847 1.867 -3.468
F3 3.271 2.558 -2.406
C28 1.504 1.552 -3.612
Se1 0.207 1.990 -2.278
C29 1.147 0.850 -4.753
F4 -0.122 0.503 -4.965
C30 2.080 0.451 -5.694
F5 1.703 -0.237 -6.774


[2]
A molecular structure, C30H22CrNO4 in a non-equilibrium geometry. Source: the OMol25 dataset; level of theory: ωB97M-V with the def2-TZVPD basis set.

Calculated values
LUMO energy (spin up / spin down): -7.1 / -8.2 eV
HOMO energy (spin up / spin down): -12.32 / -14.05 eV
total charge: +2
expectation value of S²: 3.821
spin multiplicity: 4

Geometry (Å):
C1 -3.861 -0.209 3.270
C2 -3.179 -1.430 3.399
C3 -1.784 -1.476 3.216
C4 -1.059 -0.359 2.743
C5 0.310 -0.547 2.043
C6 1.469 -0.466 2.643
N1 2.780 -0.490 2.887
C7 3.687 0.693 2.793
C8 5.085 0.084 2.760
C9 4.958 -1.335 3.338
C10 3.495 -1.664 3.196
O1 2.997 -2.782 3.252
C11 -1.714 0.877 2.861
C12 -3.111 0.957 3.046
H1 -4.957 -0.165 3.379
H2 -3.753 -2.344 3.614
H3 -1.270 -2.432 3.314
H4 3.486 1.297 1.899
H5 3.588 1.319 3.691
H6 5.450 0.022 1.721
H7 5.803 0.697 3.321
H8 5.594 -2.071 2.809
H9 5.250 -1.358 4.405
H10 -1.159 1.790 2.658
H11 -3.634 1.925 2.991
O2 -1.622 1.410 -6.716
C13 -2.073 1.514 -5.641
Cr1 -2.838 1.367 -3.912
C14 -1.971 -0.288 -3.840
O3 -1.447 -1.330 -3.952
C15 -4.219 0.439 -4.834
O4 -4.932 -0.214 -5.495
C16 -3.652 3.356 -3.558
C17 -2.250 3.402 -3.502
C18 -1.547 2.519 -2.659
C19 -2.194 1.634 -1.759
C20 -1.455 0.740 -0.897
C21 -0.695 -0.043 -0.290
C22 0.103 -0.908 0.442
C23 1.323 -1.366 -0.231
C24 2.008 -2.512 0.231
C25 3.262 -2.852 -0.254
C26 3.849 -2.112 -1.303
C27 3.122 -1.055 -1.869
C28 1.855 -0.716 -1.362
C29 -3.596 1.541 -1.928
C30 -4.324 2.414 -2.763
H12 -4.207 4.020 -4.234
H13 -1.698 4.105 -4.142
H14 -0.454 2.527 -2.682
H15 -0.423 -1.698 1.044
H16 1.574 -3.094 1.035
H17 3.820 -3.672 0.205
H18 4.866 -2.369 -1.659
H19 3.581 -0.481 -2.685
H20 1.317 0.096 -1.846
H21 -4.133 0.765 -1.375
H22 -5.418 2.330 -2.821


[3]
A molecular structure, C30H22F6I2N4O4P2ReS3Se2 in a non-equilibrium geometry. Source: the OMol25 dataset; level of theory: ωB97M-V with the def2-TZVPD basis set.

Calculated values
LUMO energy (spin up / spin down): -4.2 / -5.5 eV
HOMO energy (spin up / spin down): -10.14 / -10.13 eV
total charge: +1
expectation value of S²: 2.029
spin multiplicity: 3

Geometry (Å):
Re1 0.357 0.312 1.404
F1 2.974 -0.203 2.165
C1 3.473 -1.038 1.219
F2 4.201 -1.958 1.817
F3 4.214 -0.362 0.380
S1 1.983 -1.847 0.454
O1 1.175 -0.771 -0.141
O2 2.399 -2.848 -0.453
N1 1.416 -2.294 1.844
S2 -0.077 -2.578 2.221
O3 -0.888 -1.396 1.868
O4 -0.624 -3.846 1.922
C2 0.181 -2.421 4.060
F4 0.439 -1.117 4.270
F5 1.226 -3.122 4.447
F6 -0.875 -2.764 4.761
I1 -0.033 -0.596 -3.614
C3 -0.649 -2.582 -3.148
I2 -1.214 -2.917 -1.101
H1 0.188 -3.235 -3.362
H2 -1.498 -2.808 -3.780
Se1 1.175 6.509 1.734
P1 2.314 5.773 0.089
C4 1.955 6.607 -1.479
C5 1.239 7.798 -1.485
C6 0.984 8.441 -2.687
C7 1.446 7.898 -3.878
C8 2.178 6.717 -3.869
C9 2.437 6.069 -2.674
C10 4.093 5.955 0.401
C11 4.633 5.418 1.569
C12 5.988 5.533 1.813
C13 6.803 6.221 0.922
C14 6.256 6.802 -0.209
C15 4.901 6.669 -0.477
C16 1.970 3.978 -0.007
C17 0.866 3.130 0.115
N2 1.380 1.951 0.611
N3 2.685 2.072 0.748
N4 3.049 3.258 0.396
P2 -0.879 3.085 -0.336
Se2 -1.494 0.973 -0.049
C18 -1.854 4.207 0.693
C19 -1.729 5.583 0.520
C20 -2.476 6.434 1.316
C21 -3.353 5.917 2.258
C22 -3.506 4.545 2.398
C23 -2.753 3.683 1.620
C24 -1.154 3.518 -2.065
C25 -2.081 2.778 -2.799
C26 -2.322 3.107 -4.121
C27 -1.654 4.175 -4.705
C28 -0.756 4.928 -3.963
C29 -0.502 4.602 -2.641
H3 0.879 8.214 -0.552
H4 0.424 9.366 -2.694
H5 1.232 8.393 -4.816
H6 2.550 6.301 -4.797
H7 3.000 5.142 -2.658
H8 3.997 4.904 2.275
H9 6.412 5.083 2.700
H10 7.864 6.307 1.116
H11 6.886 7.357 -0.890
H12 4.485 7.122 -1.367
H13 -1.062 5.988 -0.228
H14 -2.375 7.503 1.192
H15 -3.927 6.590 2.881
H16 -4.218 4.143 3.106
H17 -2.859 2.611 1.718
H18 -2.604 1.955 -2.330
H19 -3.034 2.532 -4.697
H20 -1.837 4.425 -5.741
H21 -0.250 5.774 -4.407
H22 0.201 5.186 -2.064
S3 -0.309 2.514 3.996
C30 -0.088 1.495 2.877


[4]
A molecular structure, C30H22IN5NdO4S3 in a non-equilibrium geometry. Source: the OMol25 dataset; level of theory: ωB97M-V with the def2-TZVPD basis set.

Calculated values
LUMO energy (spin up / spin down): 1.7 / 1.7 eV
HOMO energy (spin up / spin down): -5.72 / -5.73 eV
total charge: -1
expectation value of S²: 3.753
spin multiplicity: 4

Geometry (Å):
Nd1 -0.008 0.252 0.023
C1 -0.406 1.596 4.582
C2 -1.140 2.578 3.720
N1 -1.875 3.509 4.291
C3 -2.517 4.400 3.520
C4 -2.426 4.419 2.149
C5 -3.109 5.510 1.369
O1 -2.287 6.664 1.180
C6 -1.667 3.420 1.506
C7 -1.382 3.463 0.084
N2 -0.967 2.436 -0.549
C8 -0.339 2.496 -1.822
C9 -0.757 3.341 -2.845
C10 -0.049 3.348 -4.035
C11 1.055 2.516 -4.173
C12 1.431 1.666 -3.140
C13 0.755 1.603 -1.916
I1 -0.814 -1.910 -1.980
C14 -1.018 2.437 2.299
O2 -0.313 1.463 1.814
H1 -0.496 1.877 5.628
H2 0.647 1.551 4.301
H3 -0.804 0.590 4.435
H4 -3.120 5.137 4.040
H5 -3.984 5.861 1.917
H6 -3.450 5.132 0.398
H7 -1.379 6.375 1.047
H8 -1.421 4.436 -0.414
H9 -1.641 3.960 -2.727
H10 -0.365 3.985 -4.851
H11 1.604 2.511 -5.108
H12 2.282 1.010 -3.307
S1 2.046 -1.989 0.484
C15 3.025 -1.700 1.936
C16 4.432 -1.728 1.951
N3 5.583 -1.762 1.997
C17 2.216 -1.493 3.016
S2 0.525 -1.615 2.745
C18 2.704 -1.193 4.317
N4 3.058 -0.939 5.382
O3 1.803 -6.930 -4.978
C19 2.906 -6.149 -5.014
O4 3.721 -6.312 -5.881
C20 3.013 -5.099 -3.964
C21 2.371 -5.184 -2.732
C22 2.504 -4.180 -1.790
C23 3.282 -3.066 -2.079
S3 3.552 -1.723 -0.974
C24 3.926 -2.968 -3.314
C25 3.803 -3.984 -4.239
H13 1.188 -6.618 -4.307
H14 1.777 -6.053 -2.470
H15 1.987 -4.261 -0.845
H16 4.519 -2.089 -3.532
H17 4.295 -3.916 -5.200
C26 -4.440 -2.060 2.071
C27 -3.285 -2.775 1.796
C28 -2.193 -2.101 1.279
N5 -2.194 -0.786 1.042
C29 -3.302 -0.103 1.333
C30 -4.446 -0.694 1.840
H18 -5.319 -2.559 2.459
H19 -3.224 -3.839 1.975
H20 -1.283 -2.637 1.052
H21 -3.268 0.967 1.158
H22 -5.320 -0.095 2.052


[5]
A molecular structure, C30H22N2O3PmS3 in a non-equilibrium geometry. Source: the OMol25 dataset; level of theory: ωB97M-V with the def2-TZVPD basis set.

Calculated values
LUMO energy (spin up / spin down): -4.2 / -4.2 eV
HOMO energy (spin up / spin down): -10.55 / -10.58 eV
total charge: +1
expectation value of S²: 6.005
spin multiplicity: 5

Geometry (Å):
Pm1 1.080 -0.707 0.356
C1 -0.716 2.034 -1.134
O1 -0.552 0.631 -0.889
C2 -1.115 -0.250 -1.811
C3 -1.480 0.104 -3.093
C4 -1.983 -0.863 -3.955
C5 -2.135 -2.176 -3.534
C6 -1.767 -2.541 -2.253
C7 -1.244 -1.590 -1.377
N1 -0.738 -1.880 -0.112
N2 -0.697 -3.146 0.242
C8 -0.033 -3.535 1.353
C9 0.605 -2.679 2.334
O2 0.648 -1.377 2.230
C10 1.178 -3.275 3.496
C11 1.207 -4.614 3.681
C12 0.634 -5.497 2.719
C13 0.692 -6.889 2.896
C14 0.128 -7.740 1.977
C15 -0.527 -7.214 0.857
C16 -0.593 -5.856 0.663
C17 -0.003 -4.966 1.578
H1 -1.765 2.267 -1.310
H2 -0.110 2.355 -1.981
H3 -0.383 2.544 -0.234
H4 -1.375 1.123 -3.439
H5 -2.251 -0.581 -4.964
H6 -2.535 -2.923 -4.206
H7 -1.873 -3.557 -1.899
H8 1.589 -2.592 4.228
H9 1.657 -5.032 4.573
H10 1.180 -7.274 3.783
H11 0.180 -8.812 2.113
H12 -0.982 -7.882 0.137
H13 -1.095 -5.447 -0.201
O3 2.451 -0.814 -1.088
C18 3.485 -1.537 -0.476
C19 3.108 -3.009 -0.536
C20 3.633 -4.147 0.001
C21 2.961 -5.319 -0.435
C22 1.950 -5.049 -1.299
S1 1.801 -3.369 -1.619
C23 3.622 -1.043 0.991
C24 3.442 0.267 1.401
C25 3.752 0.462 2.774
C26 4.154 -0.685 3.378
S2 4.150 -2.016 2.302
C27 4.794 -1.268 -1.197
C28 5.724 -2.132 -1.684
C29 6.801 -1.470 -2.337
C30 6.649 -0.122 -2.351
S3 5.193 0.367 -1.592
H14 4.486 -4.171 0.665
H15 3.222 -6.314 -0.102
H16 1.292 -5.748 -1.789
H17 3.285 1.095 0.717
H18 3.709 1.419 3.273
H19 4.442 -0.833 4.407
H20 5.663 -3.204 -1.554
H21 7.641 -1.979 -2.785
H22 7.300 0.627 -2.773


[6]
A molecular structure, C30H22N8ORe. Source: the OMol25 dataset; level of theory: ωB97M-V with the def2-TZVPD basis set.

Calculated values
LUMO energy (spin up / spin down): -7.2 / -7.7 eV
HOMO energy (spin up / spin down): -13.41 / -13.87 eV
total charge: +2
expectation value of S²: 3.821
spin multiplicity: 4

Geometry (Å):
Re1 1.156 0.574 -0.219
C1 2.273 -2.872 -2.734
C2 2.175 -1.581 -2.228
N1 1.454 -1.337 -1.133
C3 0.803 -2.371 -0.546
C4 0.919 -3.643 -1.087
N2 1.651 -3.892 -2.165
C5 -0.023 -2.041 0.635
C6 -0.654 -2.943 1.470
C7 -1.365 -2.468 2.578
C8 -1.396 -1.089 2.815
C9 -0.747 -0.240 1.941
N3 -0.105 -0.726 0.872
C10 -0.657 1.232 2.055
C11 -1.374 1.993 2.967
N4 -1.278 3.315 3.018
C12 -0.476 3.909 2.148
C13 0.251 3.184 1.211
N5 0.169 1.853 1.176
C14 -2.047 -3.404 3.491
C15 -2.692 -4.535 2.999
C16 -3.324 -5.381 3.900
N6 -3.328 -5.173 5.210
C17 -2.707 -4.099 5.679
C18 -2.059 -3.181 4.865
H1 2.859 -3.071 -3.622
H2 2.664 -0.740 -2.699
H3 0.402 -4.486 -0.646
H4 -0.578 -4.007 1.301
H5 -1.935 -0.705 3.669
H6 -2.051 1.528 3.672
H7 -0.408 4.989 2.182
H8 0.891 3.662 0.483
H9 -2.744 -4.745 1.939
H10 -3.848 -6.262 3.549
H11 -2.721 -3.964 6.754
H12 -1.548 -2.337 5.310
N7 4.558 0.057 2.231
C19 3.611 0.510 1.436
O1 2.513 -0.111 1.335
C20 3.786 1.775 0.653
C21 2.938 1.692 -0.625
H13 4.405 -0.777 2.777
H14 5.435 0.543 2.330
H15 4.839 1.995 0.472
H16 3.413 2.573 1.305
H17 3.506 1.152 -1.393
H18 2.769 2.688 -1.035
N8 -3.004 4.800 -8.201
C22 -2.535 4.297 -7.282
C23 -1.949 3.670 -6.133
C24 -0.577 3.791 -5.905
C25 -0.013 3.190 -4.799
C26 -0.818 2.462 -3.911
C27 -2.195 2.343 -4.149
C28 -2.757 2.945 -5.255
C29 -0.241 1.853 -2.772
C30 0.260 1.328 -1.771
H19 0.033 4.356 -6.595
H20 1.048 3.281 -4.613
H21 -2.812 1.779 -3.463
H22 -3.817 2.863 -5.447


[7]
A molecular structure, C30H23BeN5O6S. Source: the OMol25 dataset; level of theory: ωB97M-V with the def2-TZVPD basis set.

Calculated values
LUMO energy: -1.2 eV
HOMO energy: -7.69 eV
total charge: 0

Geometry (Å):
Be1 0.704 -0.413 -0.157
O1 5.428 4.830 -2.398
N1 4.767 4.542 -1.423
O2 4.649 5.234 -0.432
C1 4.074 3.239 -1.427
C2 4.669 2.251 -2.126
C3 4.096 0.939 -2.158
C4 4.637 -0.138 -2.878
C5 3.977 -1.339 -2.858
C6 2.800 -1.465 -2.106
N2 2.281 -0.478 -1.403
C7 2.919 0.711 -1.447
C8 2.299 1.781 -0.724
N3 1.175 1.433 -0.089
C9 0.493 2.356 0.552
C10 0.903 3.696 0.562
C11 2.084 4.054 -0.036
C12 2.841 3.067 -0.700
H1 5.583 2.457 -2.665
H2 5.552 -0.009 -3.443
H3 4.343 -2.192 -3.411
H4 2.260 -2.401 -2.095
H5 -0.279 1.995 1.219
H6 0.271 4.438 1.026
H7 2.429 5.075 -0.002
C13 -5.847 1.397 3.426
C14 -4.873 1.275 2.286
C15 -5.117 1.923 1.074
C16 -4.243 1.794 0.011
C17 -3.103 1.011 0.151
C18 -2.836 0.366 1.346
C19 -3.724 0.504 2.406
S1 -1.998 0.928 -1.237
O3 -1.246 2.156 -1.242
O4 -2.808 0.694 -2.406
N4 -1.017 -0.330 -0.927
C20 -1.614 -1.596 -1.058
C21 -2.903 -1.935 -1.427
C22 -3.325 -3.280 -1.475
C23 -2.504 -4.321 -1.157
C24 -1.181 -4.029 -0.759
C25 -0.250 -5.010 -0.361
C26 1.000 -4.638 0.053
C27 1.332 -3.274 0.051
N5 0.495 -2.342 -0.345
C28 -0.755 -2.686 -0.726
H8 -6.281 2.396 3.470
H9 -5.364 1.189 4.380
H10 -6.669 0.687 3.309
H11 -6.004 2.537 0.967
H12 -4.440 2.290 -0.932
H13 -1.929 -0.209 1.473
H14 -3.507 0.008 3.344
H15 -3.614 -1.174 -1.698
H16 -4.346 -3.476 -1.776
H17 -2.843 -5.348 -1.190
H18 -0.546 -6.053 -0.374
H19 1.727 -5.365 0.386
H20 2.299 -2.936 0.401
C29 2.363 -1.249 3.469
O5 2.130 -1.213 2.060
C30 0.989 -0.537 1.650
O6 0.300 -0.025 2.517
H21 3.266 -1.838 3.614
H22 1.525 -1.708 3.993
H23 2.504 -0.244 3.868


no.,calculated total energy (Ha)
1,-8303.23521
2,-2555.77284
3,-9629.08655
4,-3785.03304
5,-3294.37341
6,-1747.44495
7,-2295.22286